The following is a quantum chemistry calculation of a structure of composition C6H18ClO6Zn at a distorted geometry, from OMol25.

Positions of all 32 atoms, in Å:
H -2.90854 0.05610 0.16614
Zn 2.93827 1.23913 -3.38875
H 0.98641 -2.45793 -2.75536
C 0.68238 3.84114 3.01470
H -0.23779 -2.07132 -3.99724
H 0.52641 -1.09664 2.01753
C -0.08066 -2.38105 -2.96406
C -0.73946 -3.75908 -2.87405
H -1.64352 -3.81145 -3.48072
H 0.63150 -0.09255 0.52696
O 1.27288 2.38982 1.15093
H 0.13046 4.05765 0.99148
H 0.07295 4.69490 3.31097
Cl 1.06504 1.21481 -1.95321
H 0.39134 3.09249 3.75153
H 0.08132 -4.43923 -3.10167
H -0.19395 -0.64714 -2.11367
O -2.22910 -0.62126 0.13228
H -1.37400 0.62354 1.47382
H 1.07273 2.20380 0.23064
O 2.11509 4.12315 3.14358
C 0.10533 -0.90328 1.03091
H 1.11480 -2.27238 0.13405
O 0.18795 -2.04383 0.23567
C -1.37028 -0.45274 1.30148
H -1.76855 -1.02805 2.13724
O -0.73183 -1.44143 -2.15099
C 0.24522 3.21861 1.67775
H -0.69188 -4.91153 -1.33592
H 2.19536 4.99998 3.52610
O -1.10587 -4.08144 -1.58325
H -0.74000 2.75719 1.74512

Calculated values
**Charge**: +1
**ΔE to the lowest compared entry with this formula, charge and spin**: 608.31 kJ/mol
**E_HOMO**: -12.11 eV
**Calculated total energy**: -79726.182 eV
**Max |F|**: 2.48 eV/Å

natural (NBO) atomic charge list, values in e, 8 entries: atom 1 (H): 0.469, atom 2 (Zn): 1.316, atom 3 (H): 0.139, atom 4 (C): -0.089, atom 5 (H): 0.168, atom 6 (H): 0.188, atom 7 (C): -0.089, atom 8 (C): -0.075

The following is a quantum chemistry calculation of a structure of composition C25H20Cl4LaO2P at a distorted geometry, from OMol25.

Positions of all 53 atoms, in Å:
C 2.14834 -2.53992 -3.14467
C 0.37234 -1.50082 3.80033
H -1.83186 -1.30462 3.65303
H 4.20544 -3.14772 -3.14557
C 3.74654 -1.85972 -1.48977
C -0.77926 -2.30362 1.96193
Cl 2.13814 1.00198 1.94943
Cl -2.76446 2.18738 6.04763
C 1.16534 -1.80252 -2.49937
C -0.90866 -1.66152 3.23123
Cl -1.97866 4.38168 4.31943
H -1.58726 -2.58752 1.31283
H 1.13174 5.10388 -2.71037
C -1.37506 -0.52352 -1.20197
H 1.90134 -3.08692 -4.04497
H -3.43446 -3.19872 -1.52557
H 4.75414 -1.87122 -1.09627
O -2.30526 1.55318 3.01453
H -0.13006 2.67408 0.57443
C 2.76674 -1.12822 -0.83797
H 0.23814 4.89528 -0.41207
C 0.25944 2.75858 -0.42567
C 1.26624 2.98258 -3.00537
P 0.22824 -0.05572 -0.46067
H 1.06234 -2.99542 0.88133
C 0.46584 4.00938 -0.98927
C -1.83536 -1.83782 -1.11627
La 0.21704 -0.36932 1.79953
C 0.55294 1.61068 -1.15497
C -2.20466 0.45108 -1.74857
Cl 0.00844 2.99928 5.90493
C -1.30486 1.82858 3.82163
H 2.38374 -1.95312 2.96193
H -4.10506 0.88098 -2.62967
C 0.61704 -2.52152 1.73813
C -3.91606 -1.19632 -2.13347
C -3.46856 0.11368 -2.21007
H 0.16534 -1.77972 -2.90707
H 3.01014 -0.56612 0.05243
H -1.20186 -2.60742 -0.69697
H 0.60294 -1.01072 4.72913
C -3.09416 -2.17342 -1.58617
C 1.06264 1.73098 -2.44737
O -0.14476 1.24538 3.63133
C 1.31354 -2.00412 2.86043
C 0.96904 4.12588 -2.27607
C 3.44004 -2.57312 -2.64097
H -1.86486 1.47428 -1.80677
H -4.90166 -1.45692 -2.49587
C -1.49436 2.79318 4.95773
H 1.66514 3.06368 -4.00777
C 1.46374 -1.09722 -1.33477
H 1.30894 0.84898 -3.02097

Calculated values
**Charge**: 0
**E_HOMO**: -8.05 eV
**Calculated total energy**: -90575.813 eV
**Max |F|**: 18.41 eV/Å

Löwdin atomic charge list, values in e, 8 entries: atom 1 (C): -0.072, atom 2 (C): -0.198, atom 3 (H): 0.129, atom 4 (H): 0.105, atom 5 (C): -0.065, atom 6 (C): -0.278, atom 7 (Cl): 0.110, atom 8 (Cl): 0.599

The following is a quantum chemistry calculation of a structure of composition C18H14ClCsPS4Sb at a distorted geometry, from OMol25.

Positions of all 40 atoms, in Å:
C 4.18767 0.03384 0.61534
H -0.00978 2.58039 0.97166
H 4.93312 0.53377 1.22101
C 1.85589 -0.43795 0.15680
H 1.26591 1.23804 -1.67527
S -2.92717 -5.78133 -1.00449
C -2.56273 1.72623 -1.74079
C 0.03003 2.09040 1.93825
C 0.10133 0.84969 4.42049
C 0.19154 1.37675 -1.68493
H -3.63865 1.83368 -1.77695
H 0.02981 3.93339 3.03433
H 0.05396 -0.99253 3.31463
H 5.62818 -0.88985 -0.67644
P 0.05468 -0.41612 0.53570
C 0.04562 0.69966 2.00353
S -3.70593 -3.11503 -3.65731
Cl 1.07759 -2.02097 -1.87745
H 0.10460 2.82782 5.24740
H 0.23866 2.69600 -3.37400
C 0.07116 0.09054 3.25694
S -4.69179 -6.76815 -4.25194
H 3.90328 -2.02474 -2.05565
C -1.76352 2.37636 -2.67018
H -2.21561 2.99955 -3.43117
C 3.62128 -1.39805 -1.22011
H -2.62161 0.37937 -0.08092
C 2.28298 -1.23285 -0.90731
H 2.54495 0.81735 1.74603
Sb -4.50181 -5.10946 -2.64601
Cs -1.78489 -2.98345 -1.28095
S -6.49494 -4.60247 -1.55629
H 0.11618 0.36090 5.38677
C 4.57793 -0.76015 -0.44804
C -1.98661 0.89608 -0.79213
C 0.05022 2.85216 3.09980
C 0.09157 2.23299 4.34242
C 2.83810 0.19339 0.91120
C -0.38730 2.20162 -2.64091
C -0.60390 0.71314 -0.75305

Calculated values
**Charge**: -2
**ΔE to the lowest compared entry with this formula, charge and spin**: 102.59 kJ/mol
**E_HOMO**: 0.05 eV
**Calculated total energy**: -91132.982 eV
**Max |F|**: 1.03 eV/Å

Löwdin atomic charge list, values in e, 8 entries: atom 1 (C): -0.089, atom 2 (H): 0.105, atom 3 (H): 0.098, atom 4 (C): -0.392, atom 5 (H): 0.100, atom 6 (S): -0.561, atom 7 (C): -0.062, atom 8 (C): -0.085

The following is a quantum chemistry calculation of the molecule C6H7NO at a distorted geometry, from OMol25.

Positions of all 15 atoms, in Å:
C 0.43029 -0.26452 0.07014
C -0.22581 -0.91367 -0.98153
C -0.72088 -1.02822 -2.14929
C 0.43070 1.13831 -0.49134
H 2.36295 -0.47493 0.95986
H 2.37657 -0.70374 -0.64329
C -0.80683 -0.19805 2.45429
H 1.11134 1.83960 0.06703
H -1.60851 1.23635 -0.79496
H -1.25107 -0.24591 3.42519
H 0.62418 1.16753 -1.73629
C -0.23426 -0.21783 1.38354
N 1.75508 -0.78719 0.19834
H -1.12133 -1.35103 -3.01005
O -1.00237 1.61829 -0.17134

Calculated values
**Charge**: 0
**ΔE to the lowest compared entry with this formula, charge and spin**: 550.56 kJ/mol
**E_HOMO**: -9.50 eV
**Calculated total energy**: -9866.952 eV
**Max |F|**: 9.19 eV/Å

natural (NBO) atomic charge list, values in e, 8 entries: atom 1 (C): -0.151, atom 2 (C): 0.056, atom 3 (C): -0.229, atom 4 (C): -0.042, atom 5 (H): 0.383, atom 6 (H): 0.374, atom 7 (C): -0.182, atom 8 (H): 0.206

The following is a quantum chemistry calculation of the molecule C18H32N2, from OMol25.

Positions of all 52 atoms, in Å:
H 2.29269 -0.62071 -5.05042
H -2.89740 -0.99912 0.62666
C 2.10711 -1.80360 -3.24978
H -2.50643 0.77954 5.16875
H -3.54862 -1.76210 -1.56914
C -1.89172 -1.01206 -2.71507
H 0.96766 3.24568 3.08672
H -2.38117 -1.50421 -3.56194
C 2.34809 -3.26934 -2.83129
C -2.37287 -0.57777 -0.23566
H 4.51197 -0.73879 -3.92965
H 1.69252 -0.88245 -0.88698
H -2.51995 4.14417 2.75734
H 1.70025 -3.92456 -3.40851
H -3.97358 1.53955 4.56824
H 3.13745 0.11979 -0.71294
C 2.75408 -0.82140 -1.10994
H -0.39912 0.19569 -0.66979
H 3.27430 -1.64504 -0.59611
H -0.42139 0.39050 4.74698
N -2.22071 2.41773 3.89972
C 0.70295 -1.47985 -2.98622
N 2.94771 -0.82994 -2.54400
H -2.08716 0.06144 -2.79642
C 2.30217 -1.67053 -4.76892
H 4.83414 -0.02604 -2.35243
H -0.26539 4.14577 3.98384
H -1.99926 -2.49504 -1.14945
H 1.48621 -2.17446 -5.28227
H 3.23734 -2.12394 -5.08781
H 3.38222 -3.55115 -3.01775
H -0.43544 3.87278 2.23884
H -2.86747 0.36301 -0.49308
C -2.96376 1.23580 4.29459
H -3.98081 3.31955 3.28351
C -2.96980 3.16615 2.90777
C -0.09881 3.43788 3.17583
C -0.46592 -1.25218 -2.84315
C -0.09134 1.41916 4.63070
C -0.86034 0.56442 1.32753
H -3.03108 0.48484 3.49285
C 4.35731 -0.86424 -2.86150
H -0.41055 -1.23413 0.37873
H 0.97472 1.40230 4.41735
H 4.86036 -1.78775 -2.53224
C -0.80113 1.26689 2.29799
C -2.48837 -1.55213 -1.40615
C -0.92112 -0.29112 0.15823
H -0.25893 1.95981 5.55873
C -0.83502 2.12438 3.48489
H -3.03300 2.64801 1.93894
H 2.12642 -3.41122 -1.77608

Calculated values
**Charge**: 0
**ΔE to the lowest compared entry with this formula, charge and spin**: 485.12 kJ/mol
**E_HOMO**: -8.40 eV
**Calculated total energy**: -22161.824 eV
**Max |F|**: 0.56 eV/Å

natural (NBO) atomic charge list, values in e, 8 entries: atom 1 (H): 0.224, atom 2 (H): 0.209, atom 3 (C): 0.048, atom 4 (H): 0.200, atom 5 (H): 0.209, atom 6 (C): -0.469, atom 7 (H): 0.215, atom 8 (H): 0.233

The following is a quantum chemistry calculation of a cluster of 2 separate species, C60H73N6O5 in total at a distorted geometry, from OMol25.

Positions of all 144 atoms, in Å:
H -7.23069 -2.12594 0.44739
H 3.24723 3.90103 2.69347
C -0.99088 -0.57663 -0.17467
O -8.89376 -3.06718 -0.93754
C 1.09911 4.66033 1.15707
H 4.86484 -6.18480 8.11431
C -2.22467 2.81235 0.74538
C -1.61753 1.82934 -0.00690
C 0.63837 -6.12395 4.76246
C -7.29583 -4.25753 0.19896
C -0.56201 -6.86165 5.36680
O -8.91485 -5.25488 -1.10799
O 0.59255 -8.83132 6.31416
H -1.10930 -2.12975 1.52363
H -4.25854 -7.88961 3.94602
C -3.55780 -8.62125 4.36398
H 3.79439 4.21265 1.03022
H 3.80452 2.55741 1.67490
H 2.22312 3.78737 -0.89704
C -4.85561 -4.32927 1.68054
C -1.78038 -8.49658 2.56576
C 1.71131 -5.54844 6.95858
C -5.51710 -5.52414 1.23908
C -0.08963 0.31656 2.90238
C -2.09751 -8.25100 4.04349
H 0.03246 4.52303 0.93968
C 4.01593 -6.14468 7.42602
H 0.67487 -2.11194 1.35507
C 2.79766 -5.59148 7.84038
H -1.84256 -2.84519 -3.70566
C 0.85705 -2.23597 -1.72966
N 1.28454 -1.13566 -0.93721
H 4.49612 -4.18321 -1.26405
C -0.74250 1.13020 3.84052
H 3.62113 -2.80774 -1.97746
C -3.61876 -4.35825 2.40265
H 1.28967 -2.54958 4.29732
N 1.15186 0.26915 0.76962
H -2.10290 -9.51189 2.29629
H 2.66483 2.13272 -0.50894
H -5.14201 -6.50779 1.52678
H -2.29956 -7.77695 1.92713
N -1.71811 -6.88040 4.46667
H 1.26565 -0.86240 4.87967
C -6.69265 -5.49638 0.50553
H 0.75685 -5.11362 7.26687
H 5.09117 -7.09228 5.79445
C -5.55141 -3.09889 1.41713
C -1.15891 -10.49379 4.82764
C -1.90227 0.45008 0.25417
C 2.57020 -0.81782 -0.53089
C 2.49788 0.01647 0.51616
C 1.07049 2.34073 2.10892
H -1.91663 -4.82859 4.59143
H 3.07565 -2.65408 0.74406
H -7.17649 -6.41183 0.16335
N -3.19515 3.12594 2.96572
C -3.13589 2.39665 1.74766
H -0.03447 -0.40186 -5.81116
C -0.10287 -1.99891 -2.74440
H -1.80863 0.09776 -2.52583
H -5.19546 -2.17853 1.88033
C -0.09204 -4.35618 -1.21776
H -2.00577 -4.75921 -2.14319
C -3.16383 -5.55403 2.98005
H -3.69104 -8.67254 5.45573
C 0.06042 -1.23779 -5.10501
H 1.84550 0.02010 -3.43488
H 0.62204 0.78490 -2.37564
H -3.77541 -9.61112 3.93539
H -4.49069 0.87685 2.46289
H 2.10264 -1.26522 3.35736
C 2.29866 -5.68307 -0.64468
H -0.69583 -8.40351 2.40498
H 3.14834 -6.98519 4.22303
H -2.10482 -10.93126 5.17227
H -1.55501 0.75055 4.46693
C 0.80579 0.35155 -3.36448
H 3.44453 -1.20586 -1.03265
O -2.63307 4.23974 3.05234
H 1.51799 5.32661 0.39191
H -0.15682 -5.25157 -0.59374
C -3.07434 0.12021 0.99984
H -1.34157 -2.64283 4.27367
C -6.72170 -3.05895 0.67434
H 3.38057 -4.43477 -2.62943
C 1.83744 -6.08973 5.67663
C -1.28070 -1.56202 4.09868
C -0.28753 -8.34546 5.60447
H 3.27722 -6.10842 -0.38591
N -1.20953 -9.04958 4.88426
C -3.67290 1.09450 1.78107
H 1.99655 -3.90648 1.40687
H -0.65159 -2.01684 -5.39889
H -0.92881 2.06897 -0.82561
C -2.23020 -5.70240 4.01347
C 3.54106 -3.86250 -1.70458
H 0.31239 -5.09670 4.52681
H 0.93373 2.59174 -0.70749
H -0.10896 -3.24551 2.43818
H 1.15109 3.90668 3.61627
H -0.34916 -10.84196 5.47470
C 4.14711 -6.65095 6.12316
H 2.68624 -5.19863 8.85360
H -3.11781 -3.41435 2.62576
H -2.00093 3.86863 0.63842
H -0.72851 2.99180 4.93252
C -1.08944 -2.97022 -2.92380
H -0.84001 -6.40596 6.33389
H -1.67388 0.73618 -4.18344
H 0.89647 -6.61532 3.80930
C -0.15386 -2.20923 2.05898
C -1.15261 -4.07854 -2.08050
C 1.82858 3.30385 1.14589
C 2.80087 -3.70991 0.69095
C 2.40643 -4.15363 -0.71369
C 0.71170 2.95120 3.32184
C 1.22573 -1.49576 3.98264
H -2.35648 -0.88276 -3.90219
C -0.30437 2.42464 4.09826
H -1.20541 -1.07863 5.07717
H 1.58969 -6.00246 0.12607
H -1.37370 -1.55230 -0.46286
C 3.25244 3.50579 1.67144
C -0.07855 -1.22720 3.21692
H 1.07340 -1.65002 -5.19926
N -8.42744 -4.19609 -0.65446
C 0.38975 -0.38137 -0.18429
C 1.05800 -3.55897 -1.21700
H -2.20684 -1.24933 3.60115
H 0.65847 1.15770 -4.09925
H 1.19102 5.17520 2.11789
C 0.68505 0.98897 1.91864
C 3.06506 -6.60126 5.24267
H 1.99417 -6.10200 -1.61013
H 3.28260 0.46121 1.11421
H -0.97111 -10.84499 3.80476
H 3.68397 -4.28600 1.00438
C -0.18470 -0.76151 -3.66604
O -3.77022 2.56609 3.93196
C -1.59440 -0.16919 -3.56725
H -3.45423 -0.90403 0.97409
C 1.90809 2.89907 -0.31957
H -3.58949 -6.48537 2.60327

Calculated values
**Charge**: +1
**ΔE to the lowest compared entry with this formula, charge and spin**: 0.00 kJ/mol
**E_HOMO**: -8.42 eV
**Calculated total energy**: -82568.653 eV
**Max |F|**: 4.28 eV/Å

Löwdin atomic charge list, values in e, 8 entries: atom 1 (H): 0.132, atom 2 (H): 0.087, atom 3 (C): -0.057, atom 4 (O): 0.084, atom 5 (C): -0.044, atom 6 (H): 0.109, atom 7 (C): 0.020, atom 8 (C): -0.023

The following is a quantum chemistry calculation of the molecule C8H19NSi at a distorted geometry, from OMol25.

Positions of all 29 atoms, in Å:
H -2.97613 -1.15493 0.76686
C -2.67401 -0.29768 0.09939
C 0.94672 -1.76018 1.09922
H -1.08178 -1.92006 -1.75384
N -1.55478 0.52197 0.64837
C -0.19020 -1.51571 -2.19604
C 0.15160 -0.15586 -1.65788
H 1.70013 1.12433 1.58943
H -1.30823 1.97470 2.04942
H 3.32517 1.23601 -0.22269
H 2.64059 -2.10318 -0.12001
H -2.70664 0.89825 2.38698
H 2.62136 3.03926 -0.15696
H -2.80735 2.06611 1.04216
C 2.09834 -2.40576 0.84520
H 1.95743 1.83724 -1.25518
Si 0.12219 0.12567 0.22674
C 2.31897 1.94719 -0.29731
C 1.21224 1.59935 0.67733
H 0.64959 2.43227 1.10224
C -2.07619 1.42493 1.58821
H -3.55149 0.32019 0.10848
H -2.42393 -0.83165 -0.90597
H -0.60208 0.53469 -2.09483
H 0.56284 -2.21693 -1.92247
H 1.26676 0.09097 -1.89369
H 0.40220 -2.04725 2.10348
H 2.20835 -3.31768 1.43016
H -0.23170 -1.44626 -3.28682

Calculated values
**<S²>**: 2.01
**Charge**: 0
**ΔE to the lowest compared entry with this formula, charge and spin**: 26.54 kJ/mol
**E_HOMO (spin up / spin down)**: -3.78 / -8.39 eV
**Spin multiplicity**: 3
**Calculated total energy**: -17964.639 eV
**Max |F|**: 4.83 eV/Å

natural (NBO) atomic charge list, values in e, 8 entries: atom 1 (H): 0.204, atom 2 (C): -0.427, atom 3 (C): -0.562, atom 4 (H): 0.202, atom 5 (N): -0.758, atom 6 (C): -0.607, atom 7 (C): -0.880, atom 8 (H): 0.257

The following is a quantum chemistry calculation of the molecule C2H9N5O at a distorted geometry, from OMol25.

Positions of all 17 atoms, in Å:
O -0.36570 2.29549 -0.37177
H 1.23312 0.17418 1.71635
C 1.54092 -1.20838 -0.58179
H -2.06644 0.81837 -0.30060
H -3.03398 -1.02676 -0.59995
H 0.12204 2.18095 -1.25572
H 0.68015 -1.81348 -1.09670
C -0.26044 0.07343 -0.06404
H 2.48852 -1.15381 -1.11235
H -2.67557 -0.64976 1.24659
N -2.38515 -0.57812 0.24262
N -1.13487 1.19959 0.04021
H 2.02613 1.70604 0.90243
N 1.06024 0.18035 -0.26136
N -0.95266 -1.07485 0.17038
N 1.89343 0.64717 0.85694
H 1.83026 -1.77042 0.46877

Calculated values
**Charge**: 0
**ΔE to the lowest compared entry with this formula, charge and spin**: 821.42 kJ/mol
**E_HOMO**: -8.60 eV
**Calculated total energy**: -11710.996 eV
**Max |F|**: 7.02 eV/Å

natural (NBO) atomic charge list, values in e, 8 entries: atom 1 (O): -0.593, atom 2 (H): 0.355, atom 3 (C): -0.432, atom 4 (H): 0.415, atom 5 (H): 0.389, atom 6 (H): 0.454, atom 7 (H): 0.249, atom 8 (C): 0.510

max |F| of number 3 (C18H14ClCsPS4Sb)? 1.03 eV/Å

max |F| of number 6 (C60H73N6O5)? 4.28 eV/Å